{"formula": "C13H22Cl12INO4P", "method": "ωB97M-V/def2-TZVPD", "species": ["Cl", "C", "N", "C", "H", "Cl", "H", "O", "Cl", "H", "C", "Cl", "H", "H", "C", "H", "C", "H", "H", "Cl", "H", "O", "C", "Cl", "C", "Cl", "H", "C", "H", "H", "C", "Cl", "H", "H", "H", "H", "H", "Cl", "H", "O", "I", "H", "Cl", "H", "C", "H", "P", "Cl", "C", "H", "Cl", "C", "O", "C"], "positions_angstrom": [[-3.938, 1.841, 3.517], [-2.638, 0.397, -0.376], [-0.215, -0.067, -0.018], [0.592, 2.270, 0.477], [-0.372, -0.397, -2.808], [-2.159, 1.574, 5.799], [-0.925, 1.852, -2.591], [0.753, -0.722, -0.546], [-4.998, 1.046, 6.102], [2.373, 4.549, -1.143], [-3.783, 2.013, 5.266], [0.668, -9.042, -0.900], [-1.662, 2.528, -1.182], [1.601, 2.489, 0.790], [-1.236, -0.531, -2.174], [7.246, 2.411, -3.053], [0.464, -9.959, 0.592], [-0.034, 3.032, 0.934], [2.302, 0.369, 1.115], [1.921, -9.880, 1.582], [1.595, 0.875, 2.633], [-0.925, 4.809, -0.820], [-0.955, -4.417, -0.007], [6.817, 3.226, -5.202], [-0.897, 1.029, 2.106], [-1.401, -6.024, 0.562], [0.124, -4.351, -0.022], [-1.227, 0.433, -0.975], [-2.649, -0.389, 0.371], [0.153, 3.806, -3.368], [0.439, 2.439, -1.034], [5.634, 0.927, -3.875], [0.292, -10.994, 0.329], [-0.457, 1.230, 3.069], [-1.409, 0.080, 2.211], [-1.613, 1.802, 1.866], [-1.336, -1.554, -1.834], [-1.541, -4.150, -1.651], [-3.369, 0.128, -1.120], [1.604, 4.880, -0.636], [2.158, 1.734, -2.142], [-2.104, -0.272, -2.767], [-1.564, -3.175, 1.090], [1.234, -0.729, 2.032], [6.354, 2.525, -3.653], [-3.949, 3.052, 5.517], [0.317, 4.252, -1.313], [5.242, 3.586, -2.788], [1.421, 0.295, 1.735], [-2.890, 1.313, 0.145], [-0.940, -9.386, 1.496], [-0.890, 1.840, -1.509], [0.587, 4.517, -2.865], [0.185, 0.888, 1.037]], "forces_ev_per_angstrom": [[-0.086, 0.021, 0.045], [0.659, -0.286, 0.848], [0.483, 1.012, -0.568], [-0.257, -0.192, -0.182], [0.387, -0.226, 0.025], [-0.001, 0.019, -0.004], [-0.040, -0.166, -0.340], [-0.268, -0.245, 0.220], [0.005, 0.023, -0.004], [-0.078, 0.323, 0.440], [0.000, -0.085, -0.010], [-0.008, -0.025, 0.003], [-0.142, 0.218, 0.169], [0.350, 0.146, -0.027], [-0.214, 0.388, 0.260], [0.014, -0.010, 0.017], [0.028, 0.103, 0.000], [-0.213, 0.138, 0.106], [0.180, -0.259, -0.212], [-0.011, -0.018, -0.005], [0.109, 0.178, 0.200], [-0.886, 0.250, 0.612], [-0.073, -0.018, 0.007], [0.009, -0.009, 0.026], [-0.219, -0.390, -0.534], [0.053, 0.023, -0.024], [0.018, 0.039, -0.005], [-0.499, -0.762, -1.266], [-0.191, -0.274, 0.120], [0.239, 0.432, -0.207], [-0.349, 0.392, -0.012], [0.007, -0.006, 0.018], [-0.006, -0.022, -0.002], [0.170, 0.375, 0.280], [-0.258, -0.177, 0.069], [-0.209, 0.117, 0.041], [0.110, -0.122, -0.085], [0.003, -0.141, 0.041], [-0.284, 0.276, -0.260], [0.644, -0.231, -0.481], [-0.079, -0.208, 0.152], [-0.243, -0.001, -0.208], [0.009, 0.019, -0.007], [0.072, -0.290, -0.023], [-0.076, -0.003, -0.067], [0.002, 0.024, 0.001], [0.479, -0.089, -0.260], [0.173, 0.101, -0.026], [-0.326, 0.243, -0.001], [-0.251, 0.229, -0.103], [-0.014, -0.062, 0.017], [0.314, 0.178, 0.364], [-0.201, -0.600, -0.217], [0.963, -0.351, 1.061]], "lowdin_spin": [0.000, 0.005, 0.364, 0.015, 0.000, 0.000, 0.001, 0.531, 0.000, 0.000, 0.000, 0.000, 0.001, 0.001, -0.002, 0.000, 0.000, 0.001, 0.000, 0.000, 0.000, 0.000, 0.000, 0.000, 0.004, 0.000, 0.000, 0.025, 0.001, 0.000, 0.001, 0.000, 0.000, 0.000, 0.001, 0.000, 0.000, 0.000, 0.000, 0.001, 0.010, 0.000, 0.001, 0.000, 0.000, 0.000, 0.001, 0.000, -0.002, 0.000, 0.000, 0.015, 0.001, 0.025], "gap_ev": [8.75, 9.75], "charge": 0, "s2": 0.7542, "total_energy_ha": -7025.6227, "spin_multiplicity": 2, "homo_ev": [-8.45, -9.46]}

***

{"formula": "C4H6O2", "method": "ωB97M-V/def2-TZVPD", "species": ["H", "C", "H", "H", "C", "H", "C", "H", "C", "O", "H", "O"], "positions_angstrom": [[1.566, 1.399, -0.567], [-0.394, 0.622, -0.395], [-2.236, 0.899, 0.631], [-2.060, -0.720, -0.049], [0.780, 1.024, 0.082], [1.020, 0.936, 1.141], [1.520, -1.526, -0.407], [-1.165, -0.275, 1.415], [-1.519, 0.093, 0.446], [2.563, -1.200, -0.004], [-0.573, 0.655, -1.471], [0.499, -1.906, -0.822]], "forces_ev_per_angstrom": [[-0.152, 0.016, 0.088], [0.112, 0.224, 0.080], [-0.025, -0.117, 0.010], [0.141, 0.118, 0.023], [-0.200, 0.147, -0.039], [-0.082, 0.128, -0.125], [0.146, -0.443, -0.097], [-0.028, 0.119, -0.131], [-0.033, 0.018, 0.057], [-0.675, -0.257, -0.263], [0.018, 0.137, 0.177], [0.776, -0.089, 0.221]], "lowdin_charge": [0.067, -0.261, 0.075, 0.072, -0.051, 0.074, -0.431, 0.078, -0.110, 0.193, 0.105, 0.188], "gap_ev": 10.50, "charge": 0, "total_energy_ha": -306.4959, "homo_ev": -9.74}

***

{"formula": "C3HCl2NO2S", "method": "ωB97M-V/def2-TZVPD", "species": ["O", "O", "H", "Cl", "N", "Cl", "S", "C", "C", "C"], "positions_angstrom": [[1.679, 1.469, -0.191], [0.788, -0.307, -1.612], [0.983, -1.657, 0.604], [0.284, -0.036, 2.481], [-2.030, -1.967, 0.343], [-0.454, 2.540, -1.857], [0.620, 0.542, -0.483], [-0.929, 1.482, -0.760], [0.179, -0.754, 0.873], [-1.121, -1.312, 0.603]], "forces_ev_per_angstrom": [[-0.438, -0.579, 1.019], [-0.218, -0.795, -1.006], [-1.834, 2.558, 1.062], [0.167, -0.314, -0.242], [-0.067, 0.381, 0.111], [0.057, 1.600, -1.543], [0.430, -0.285, 0.599], [-0.278, -1.341, 1.419], [2.383, -0.572, -1.106], [-0.202, -0.652, -0.312]], "lowdin_charge": [-0.330, -0.314, 0.184, 0.659, 0.198, 0.798, 0.447, -0.540, -0.759, -0.340], "gap_ev": 7.91, "charge": 0, "total_energy_ha": -1638.5262, "homo_ev": -10.18}

***

{"formula": "C20H18BrIO4", "method": "ωB97M-V/def2-TZVPD", "species": ["C", "O", "H", "H", "H", "H", "H", "I", "H", "C", "C", "C", "C", "H", "H", "H", "C", "C", "H", "C", "O", "C", "H", "C", "H", "C", "C", "C", "H", "H", "C", "O", "C", "C", "O", "H", "H", "H", "C", "H", "C", "Br", "C", "C"], "positions_angstrom": [[-1.656, 1.074, -2.961], [3.141, 3.840, -2.373], [0.659, -1.287, 2.342], [0.813, 3.543, -4.397], [-8.273, -0.302, 0.853], [2.689, -2.926, 5.133], [-5.666, 1.530, 1.388], [-3.657, 0.245, -3.269], [-5.087, 1.475, -0.289], [6.038, 0.066, -1.896], [-0.773, 0.564, -1.775], [1.080, -2.855, 3.723], [1.639, 0.602, -0.386], [-7.135, -0.564, 2.212], [-7.416, -1.847, 1.018], [0.489, -0.825, 4.046], [-7.333, -0.767, 1.157], [0.665, 1.108, -1.570], [1.063, -2.724, 5.859], [1.231, 2.186, -2.572], [-5.538, -0.982, -0.387], [-5.927, 1.239, 0.368], [-6.804, 1.793, 0.028], [3.738, 1.442, -1.865], [2.115, -1.026, 3.320], [2.753, 2.647, -2.298], [-1.064, 2.183, -3.908], [5.186, 1.286, -2.398], [-1.675, 2.608, -4.782], [7.098, -0.036, -2.334], [0.367, 2.743, -3.726], [1.224, 0.386, 0.781], [3.995, -0.800, -0.301], [3.171, 0.383, -0.845], [0.639, -3.706, 2.972], [5.582, 2.048, -3.164], [-1.129, -0.238, -1.037], [3.600, -1.556, 0.451], [1.089, -1.400, 3.338], [1.567, -4.300, 5.216], [1.638, -3.219, 5.074], [6.608, -2.447, -0.203], [-6.203, -0.241, 0.313], [5.456, -0.943, -0.852]], "forces_ev_per_angstrom": [[4.069, 1.692, 0.615], [-1.311, -4.331, -0.050], [0.088, -0.020, 0.200], [-0.839, -1.245, 0.955], [0.029, 0.103, 0.194], [-0.088, 0.155, 0.135], [-0.200, 0.089, -0.014], [1.806, 0.763, 0.294], [-0.109, -0.059, 0.078], [-3.037, 0.692, 0.972], [1.422, 2.087, -1.707], [-0.298, -0.453, -0.473], [-0.692, -0.389, 1.213], [-0.162, 0.145, -0.036], [0.037, 0.151, 0.002], [0.208, 0.079, 0.064], [0.022, -0.390, -0.094], [-1.389, 1.245, -2.709], [0.188, 0.120, 0.009], [-2.065, -1.208, 0.220], [-0.364, 0.359, 0.342], [0.312, 0.017, -0.249], [-0.010, 0.048, 0.216], [1.567, -2.445, 0.964], [-0.084, 0.137, 0.155], [0.369, 1.445, -0.011], [1.701, -1.040, 2.103], [-1.898, -2.344, 2.554], [0.893, -0.918, 1.601], [-1.923, -0.058, 1.007], [-1.071, -2.836, 2.905], [1.535, 0.625, -4.279], [1.936, 2.614, -2.781], [1.848, -0.005, -0.756], [0.242, 0.394, 0.380], [-0.580, -1.463, 1.460], [0.381, 1.398, -1.367], [0.481, 1.278, -1.199], [-0.214, -0.199, -0.338], [0.000, 0.144, -0.041], [-0.052, -0.432, -0.002], [-1.309, 1.684, -0.750], [0.432, -0.472, -0.443], [-1.868, 2.844, -1.338]], "lowdin_charge": [-0.624, 0.052, 0.059, 0.109, 0.085, 0.084, 0.087, 0.793, 0.059, -0.072, -0.042, -0.504, -0.239, 0.086, 0.083, 0.089, -0.027, -0.033, 0.084, -0.040, 0.018, -0.027, 0.087, -0.037, 0.086, -0.257, -0.093, 0.011, 0.093, 0.100, 0.000, 0.044, -0.013, -0.034, 0.060, 0.114, 0.110, 0.109, -0.033, 0.082, -0.030, 0.595, -0.506, -0.568], "gap_ev": 7.54, "charge": 0, "total_energy_ha": -3945.2733, "homo_ev": -8.91}

***

{"formula": "C5H12N2O2", "method": "ωB97M-V/def2-TZVPD", "species": ["H", "H", "C", "O", "H", "H", "C", "H", "H", "H", "C", "H", "H", "H", "N", "C", "H", "H", "C", "N", "O"], "positions_angstrom": [[0.487, 3.005, -0.443], [-3.460, -0.843, 2.141], [-3.096, -0.977, 0.126], [0.959, -0.351, 0.088], [-2.043, -1.697, 1.802], [-1.433, -2.252, -0.442], [2.195, 1.733, 0.164], [-2.302, -1.553, -1.802], [3.116, -1.504, 0.487], [3.173, 1.999, -0.218], [1.180, 2.294, -0.906], [2.015, 2.263, 1.096], [-3.058, -2.801, -0.962], [1.670, 2.922, -1.647], [3.163, -0.491, 0.451], [2.015, 0.230, 0.208], [0.642, 1.492, -1.394], [4.018, -0.031, 0.706], [-2.412, -1.938, -0.787], [-2.949, -1.398, 1.471], [-3.878, -0.104, -0.139]], "forces_ev_per_angstrom": [[-0.203, -0.495, 0.041], [0.060, 0.184, -0.084], [-0.234, -1.217, 2.175], [-0.410, 0.194, -0.298], [-0.089, -0.112, -0.250], [-0.029, -0.064, 0.204], [-1.096, 0.620, -1.961], [0.132, 0.449, 0.171], [-0.084, 0.486, 0.065], [0.422, -0.183, 0.360], [0.265, 0.807, 0.729], [0.103, -0.485, 0.294], [0.013, -0.092, 0.557], [0.317, -0.294, -0.154], [-0.170, 0.125, -0.168], [0.914, -0.788, 1.216], [-0.177, -0.001, -0.009], [0.053, -0.039, -0.097], [0.167, 0.080, -1.618], [0.088, 0.473, -0.462], [-0.044, 0.354, -0.712]], "lowdin_charge": [0.070, 0.089, -0.575, 0.038, 0.084, 0.070, -0.142, 0.082, 0.109, 0.096, -0.082, 0.112, 0.089, 0.062, 0.146, -0.555, 0.061, 0.091, -0.024, 0.118, 0.060], "gap_ev": 10.32, "charge": 0, "total_energy_ha": -457.7343, "homo_ev": -9.56}

***

{"formula": "C6H12O", "method": "ωB97M-V/def2-TZVPD", "species": ["C", "H", "C", "H", "H", "H", "C", "H", "H", "H", "C", "O", "H", "H", "C", "H", "H", "C", "H"], "positions_angstrom": [[1.074, -0.238, 0.415], [-2.516, 1.896, 2.103], [0.057, -0.866, -1.844], [1.342, 0.778, 0.081], [-0.560, 0.017, -1.692], [1.897, 0.343, -2.186], [-0.626, 1.011, 1.525], [2.010, -1.378, -2.783], [-2.596, 0.829, 0.680], [-0.461, -1.697, -2.314], [1.060, -1.169, -0.773], [-0.213, -0.226, 0.997], [1.829, -0.547, 1.155], [-0.146, 1.211, 2.497], [1.519, -0.674, -2.118], [-0.336, 1.830, 0.844], [-2.436, 0.130, 2.300], [-2.136, 0.968, 1.664], [1.237, -2.219, -0.551]], "forces_ev_per_angstrom": [[0.207, 0.051, -0.154], [0.058, -0.115, -0.053], [-0.182, -0.001, -0.069], [-0.078, -0.127, 0.019], [0.125, -0.144, -0.040], [-0.067, -0.177, 0.044], [-0.116, 0.249, 0.103], [-0.053, 0.097, 0.120], [0.057, 0.030, 0.163], [0.111, 0.132, 0.047], [0.025, -0.094, 0.137], [-0.034, -0.054, 0.018], [-0.118, 0.053, -0.105], [-0.052, -0.057, -0.119], [0.172, 0.036, -0.142], [-0.016, -0.143, 0.099], [0.040, 0.118, -0.056], [-0.036, -0.005, 0.024], [-0.042, 0.151, -0.037]], "lowdin_charge": [-0.202, 0.075, -0.120, 0.121, 0.103, 0.098, -0.298, 0.096, 0.076, 0.101, -0.271, -0.156, 0.128, 0.120, -0.121, 0.116, 0.077, -0.078, 0.135], "gap_ev": 10.86, "charge": 0, "total_energy_ha": -311.0010, "homo_ev": -9.67}